[1]
The following is a DFT calculation (ωB97M-V with the def2-TZVPD basis set) of a structure of composition C40H42F3FeGe2N5S.

```
94
Properties=species:S:1:pos:R:3:lowdin_charge:R:1
Ge 1.72387 -1.78569 -3.78961 0.708
Ge 2.63945 -0.09107 -2.21667 1.187
Fe -1.52421 0.12506 1.33305 0.632
S -2.64505 2.37285 1.46395 0.737
F -2.95253 5.17149 0.06376 0.140
F -3.86645 5.11779 -1.89060 0.140
F -4.73569 3.98660 -0.26966 0.142
N -2.47525 -0.74361 3.17562 -0.222
N 0.16035 0.99581 2.43197 0.035
N -3.48856 -0.75773 0.68764 0.046
N -1.50949 1.21159 -0.57487 -0.055
N -0.49279 -1.82102 1.57841 0.055
C 4.93954 -2.50121 0.23247 -0.060
C -3.89501 -0.97852 -0.56701 -0.105
C 3.07760 4.07416 -2.01277 -0.049
C 3.59843 -0.70807 -0.68762 -0.365
C 4.18111 -1.97822 -0.80346 -0.129
C -1.90284 -0.09755 4.37105 -0.150
C -2.36439 2.99855 -2.50572 0.025
C 1.37384 1.56684 4.39274 0.005
C 0.41477 0.80445 3.73335 -0.244
C 0.90667 -3.14621 -2.65813 -0.235
C 2.54732 1.77520 -2.52215 -0.360
C -1.04172 -2.65827 2.46040 -0.251
C -2.27410 2.27383 -0.20513 -0.675
C 0.62667 -2.19534 0.95010 -0.116
C -2.28672 -2.20141 3.18224 -0.103
C -5.75435 -0.90427 1.40892 0.011
C -3.57448 4.37231 -0.81140 -0.617
C 1.87660 2.19948 -3.67916 -0.125
C 1.23133 -3.41788 1.15031 -0.038
C 3.75471 0.00841 0.50539 -0.108
C 0.64446 -4.30139 2.04804 -0.019
C 2.06777 2.54600 3.70593 -0.026
C 3.29225 -2.42315 -4.75582 -0.233
C -2.71569 3.18922 -1.19389 -0.106
C 5.08546 -1.77835 1.40862 -0.038
C -1.56495 1.90775 -2.85950 -0.059
C -6.16941 -1.12212 0.10769 -0.020
C -1.16711 1.05550 -1.86267 -0.162
C -4.40366 -0.72063 1.66080 -0.266
C 0.42696 -0.97112 -4.99281 -0.234
C 1.80540 3.54396 -3.99705 -0.049
C 2.39827 4.47872 -3.15856 -0.028
C -0.38105 -0.22374 4.49816 -0.089
C 0.81856 1.95996 1.77563 -0.143
C -5.21941 -1.16680 -0.90369 -0.030
C -0.50209 -3.91349 2.71431 0.006
C 4.48279 -0.53220 1.54984 -0.048
C 3.16092 2.73145 -1.69726 -0.097
C 1.78052 2.75325 2.36466 -0.046
C -3.90345 -0.42389 3.05311 -0.142
H 1.05758 -1.46900 0.27213 0.086
H 1.55272 1.40205 5.44643 0.124
H 2.80270 3.15509 4.21562 0.123
H -3.14223 -2.66679 2.68807 0.141
H -3.12079 -0.99355 -1.32401 0.105
H -2.70769 3.69400 -3.25913 0.132
H 3.72946 2.42751 -0.82786 0.090
H 0.17338 -2.72121 -1.97263 0.007
H 3.55372 4.81061 -1.37961 0.118
H 2.14254 -3.66559 0.62471 0.099
H -2.27399 -2.58828 4.20770 0.144
H 3.82909 -1.60278 -5.22978 0.031
H 5.41215 -3.46850 0.12523 0.120
H 3.28953 0.97613 0.63523 0.071
H 3.97746 -2.97089 -4.11088 0.019
H 0.92346 -0.38664 -5.76647 0.033
H 4.59266 0.02116 2.47334 0.115
H 0.39472 -3.86110 -3.30356 0.037
H -7.21874 -1.25871 -0.11647 0.123
H 1.29492 3.86556 -4.89480 0.120
H 1.65750 -3.68281 -2.07914 0.017
H -2.17395 0.95878 4.32719 0.126
H -6.46517 -0.86736 2.22372 0.129
H 1.08314 -5.27259 2.23455 0.124
H -1.27132 1.74317 -3.88572 0.097
H -0.97456 -4.56633 3.43654 0.130
H -5.50022 -1.34165 -1.93215 0.116
H -2.36715 -0.52024 5.27052 0.136
H -4.49970 -0.97225 3.79207 0.144
H -0.04626 -1.22741 4.22553 0.116
H 1.40768 1.47479 -4.33257 0.072
H 2.26826 3.53213 1.79478 0.114
H -0.55248 0.19149 -2.11151 0.083
H -0.13287 -0.11053 5.55318 0.125
H 2.34454 5.53098 -3.40503 0.123
H -0.30402 -0.34747 -4.48123 -0.005
H 4.05772 -2.55876 -1.71181 0.081
H -4.03787 0.64242 3.24447 0.107
H 5.67298 -2.18630 2.22057 0.121
H 0.52959 2.10856 0.74036 0.099
H 2.94733 -3.09962 -5.53922 0.039
H -0.11099 -1.78533 -5.48131 0.040
```

The total charge is +2. Its energy above the lowest of the compared OMol25 structures with the same formula, charge and spin is 26.6 kcal per mole. The gap between HOMO and LUMO (alpha / beta) is 5.331 / 5.318 eV. The spin multiplicity is 5. The LUMO energy (alpha / beta) comes out at -6.9 / -6.9 eV.

[2]
The following is a DFT calculation (ωB97M-V with the def2-TZVPD basis set) of the molecule O4 in a non-equilibrium geometry.

```
4
Properties=species:S:1:pos:R:3:lowdin_charge:R:1
O -1.42636 -0.51108 0.00049 0.062
O -0.73746 0.51117 -0.00096 -0.062
O 0.73705 0.51017 0.00096 -0.063
O 1.42678 -0.51027 -0.00049 0.063
```

Its energy above the lowest of the compared OMol25 structures with the same formula, charge and spin is 9.9 kcal per mole. The gap between HOMO and LUMO (alpha / beta) is 9.804 / 9.799 eV. The LUMO energy (alpha / beta) comes out at -1.3 / -1.3 eV.

[3]
The following is a DFT calculation (ωB97M-V with the def2-TZVPD basis set) of a structure of composition C18H38Br3CaCl4F6KNO12PS3V in a non-equilibrium geometry.

```
89
Properties=species:S:1:pos:R:3:lowdin_charge:R:1
Br -6.61777 -8.47487 6.91586 0.576
Br -5.98963 -6.43628 4.50040 0.654
Br -5.97421 -5.38054 7.54504 0.575
V -4.90131 -6.19027 1.77067 0.695
Ca -2.68283 -6.26088 -0.54588 1.577
K 6.34395 -3.07368 -1.79128 0.981
Cl -0.60707 11.54878 -4.76055 0.504
Cl -0.67159 8.69551 -4.19467 0.526
Cl 1.76268 9.92216 -5.21198 0.519
Cl 0.87708 10.48063 -2.49730 0.534
S 3.20091 6.07560 -1.08363 0.612
S -2.82002 2.84698 -3.64166 0.829
S 2.60989 3.55863 -0.59979 0.604
P 0.10991 -0.41778 3.82667 0.914
F 1.72491 1.07213 -1.02230 0.065
F 3.45469 8.36905 -2.43389 0.085
F 2.62678 2.01860 -2.77347 0.096
F 0.63588 2.61719 -2.11973 0.093
F 3.71051 6.57271 -3.65136 0.098
F 1.71752 7.17308 -3.00571 0.049
O 4.64047 6.08820 -0.81046 -0.286
O -3.15137 -6.34414 1.75086 -0.843
O 2.38126 6.76251 -0.08264 -0.279
O -4.23977 5.10609 1.08521 -0.071
O 1.66929 3.69580 0.51410 -0.299
O -6.65124 -6.03639 1.79049 -0.626
O -1.35643 3.06670 -3.88822 -0.552
O 1.82746 -3.58068 -3.24308 -0.254
O -0.51015 -1.21276 2.40215 -0.465
O -1.17023 4.27505 2.02144 0.034
O 3.92311 3.01984 -0.22971 -0.302
O -9.27647 -4.79784 0.05890 -0.080
N 2.60755 4.72721 -1.67277 -0.270
C -0.31823 -4.43512 2.13970 -0.262
C 2.19071 -2.97676 -4.53501 -0.111
C 0.67193 -4.15433 3.42345 -0.135
C 3.91971 -2.51735 -0.00143 -0.236
C -1.56591 -2.12648 2.94550 -0.299
C 1.87541 2.27054 -1.65923 -0.597
C 3.01731 7.08553 -2.59044 -0.607
C 2.83252 -2.39734 -1.24703 -0.145
C -6.74692 -6.64073 6.28051 -1.565
C 0.34026 10.16175 -4.16613 -2.007
C -3.49069 1.98499 -5.08373 -0.276
C 3.92040 -1.07295 0.77445 -0.200
C 2.97507 -3.65507 -2.32102 -0.232
C 2.41161 0.57707 2.17916 -0.236
C 1.40392 0.92589 3.42369 -0.372
C -1.69271 -3.54121 2.12400 -0.200
C -2.97582 1.45186 -2.50055 -0.277
C 2.82953 -1.00180 2.04052 -0.213
H 0.28735 -4.19448 1.15779 0.092
H -0.61906 -5.58126 2.20134 0.089
H -1.94129 -3.29228 0.99691 0.098
H 0.07517 -4.09165 4.43448 0.094
H 1.57845 -3.54919 -5.37777 0.111
H -4.52779 1.70158 -4.88993 0.050
H 3.60340 -3.34389 0.78422 0.128
H 2.02866 0.95532 1.13729 0.092
H -2.57636 1.75218 -1.52895 0.050
H 4.02385 -3.68495 -2.84009 0.067
H 0.79584 1.89810 3.09669 0.088
H -4.02955 1.18550 -2.39037 0.049
H 1.86637 -1.84024 -4.63357 0.117
H 0.83879 -1.42483 4.61012 -0.040
H 3.52509 -0.25328 0.00208 0.104
H -2.55517 -4.23240 2.54059 0.088
H 3.05217 -1.37064 -1.81512 0.137
H -8.73511 -5.42078 0.50845 -0.098
H 5.01694 -2.77750 -0.38233 -0.041
H -2.40934 0.59602 -2.87563 0.047
H -4.73229 5.01007 1.91418 0.035
H -7.81310 -6.40334 6.20359 -0.012
H -0.30096 3.95229 1.86844 -0.065
H 1.96024 -1.72448 1.73677 0.079
H 4.96804 -0.70237 1.14048 0.123
H -3.45617 2.66293 -5.94016 0.052
H -2.62246 -1.57502 2.91602 0.141
H 1.95586 1.21502 4.42065 0.104
H 1.75691 -2.39702 -0.77277 0.134
H 1.18562 -3.09263 3.24990 0.032
H -1.37367 -2.37775 4.09112 0.093
H 2.87328 -4.68624 -1.72982 0.141
H 3.33021 -3.07556 -4.81679 0.098
H 1.55882 -4.93249 3.44479 0.088
H -3.34113 4.82406 1.31292 -0.006
H 3.42032 -1.42381 2.98131 0.130
H -2.89279 1.09651 -5.30088 0.050
H 3.42299 1.17368 2.39594 0.140
```

The total charge is +1. The gap between HOMO and LUMO is 1.153 eV. The LUMO energy comes out at -8.1 eV.

Number 1: calculated total energy -7938.1809 hartree. Number 2: calculated total energy -300.6211 hartree. Number 3: calculated total energy -15584.6100 hartree.